Density functional theory data (wB97M-V/def2-TZVPD) for C11H16GdN2O4S as an isolated structure in a non-equilibrium geometry.

Output
- charge = +3
- electronic energy (hartree) = -2001.466041
- 2S+1 = 8
- LUMO level (alpha / beta) (eV) = -11.84 / -15.20
- ΔE to the lowest compared entry with this formula, charge and spin (eV) = 0.000
- HOMO-LUMO gap (alpha / beta) (eV) = 6.5 / 3.2

Element x y z (Å)
Gd1 0.5220 -0.2330 -2.1640
O1 0.6666 2.9420 -1.7596
C1 0.6114 1.7830 -1.9232
C2 0.4101 -2.2687 -2.1325
O2 0.3637 -3.4378 -2.0353
C3 2.5443 -0.3270 -2.1358
O3 3.7140 -0.3893 -2.0894
C4 -1.5073 -0.1361 -2.1694
O4 -2.6828 -0.0812 -2.1608
C5 0.5496 0.4403 -7.2403
H1 -0.3519 1.0589 -7.3363
H2 1.5083 0.9695 -7.3161
C6 0.4854 -0.9091 -7.2977
H3 1.3897 -1.5190 -7.4213
H4 -0.4704 -1.4296 -7.4416
C7 0.6618 2.3197 3.7696
C8 -0.3039 1.8014 2.7213
N1 0.3887 0.8697 1.7562
C9 0.0853 -0.3821 1.5599
S1 1.1113 -1.2389 0.3251
N2 -0.6704 -1.1944 2.2561
C10 -0.6372 -1.2739 3.7730
C11 -2.0476 -1.3031 4.3310
H5 1.1124 1.5000 4.3308
H6 0.1142 2.9557 4.4591
H7 1.4543 2.9011 3.3051
H8 -1.1336 1.2467 3.1528
H9 -0.7234 2.6306 2.1421
H10 1.1492 1.3561 1.2324
H11 -0.9924 -2.1177 1.8725
H12 -0.1031 -2.1780 4.0713
H13 -0.0651 -0.4176 4.1276
H14 -2.5730 -2.1883 3.9836
H15 -1.9762 -1.3382 5.4143
H16 -2.6037 -0.4117 4.0394

***

Density functional theory data (wB97M-V/def2-TZVPD) for C11H16I2NdO5RuS as an isolated structure in a non-equilibrium geometry.

Output
- charge = +4
- electronic energy (hartree) = -2452.976903
- 2S+1 = 9
- LUMO level (alpha / beta) (eV) = -16.07 / -17.76
- ΔE to the lowest compared entry with this formula, charge and spin (eV) = 1.704
- HOMO-LUMO gap (alpha / beta) (eV) = 5.0 / 5.3

Element x y z (Å)
I1 2.7066 -1.9345 1.3161
I2 3.9116 0.5958 0.4682
Nd1 0.6838 0.5375 0.9835
Ru1 -1.5920 -0.7168 -0.9134
S1 0.5693 -0.2911 -1.8930
C1 -1.5734 -2.4950 -1.6119
C2 -2.3550 -1.3677 0.6673
C3 0.0243 0.1000 -3.6328
C4 0.9149 1.2143 -4.1766
C5 -1.4391 0.5258 -3.6222
C6 0.2277 -1.1840 -4.4432
C7 -1.5431 2.5045 1.9345
C8 -2.2214 1.0720 -0.7354
O1 -2.8942 -1.8825 1.5636
O2 -1.5255 -3.6242 -1.8754
O3 -2.4760 3.0754 2.2651
O4 -2.5845 2.1589 -0.4956
H1 0.5191 1.5215 -5.1534
H2 1.9508 0.8793 -4.3207
H3 0.9139 2.0732 -3.5001
H4 -1.7923 0.4976 -4.6672
H5 -1.4826 1.5563 -3.2458
H6 -2.0272 -0.1657 -2.9570
H7 -0.1702 -1.0368 -5.4561
H8 -0.2814 -2.0435 -3.9967
H9 1.2890 -1.4464 -4.5193
C9 2.3788 -0.1019 4.5378
C10 0.9076 -0.1426 4.1940
C11 0.0176 0.1743 5.3759
O5 0.6050 0.6641 3.0834
H10 2.6973 0.9050 4.8390
H11 2.9868 -0.4057 3.6775
H12 2.5877 -0.8065 5.3494
H13 0.6908 -1.1668 3.8687
H14 0.2017 1.1835 5.7533
H15 -1.0424 0.0860 5.1348
H16 0.2163 -0.5134 6.2035

***

Density functional theory data (wB97M-V/def2-TZVPD) for one molecule with the formula C11H16N2O2 in a non-equilibrium geometry.

Output
- electronic energy (hartree) = -688.659624
- LUMO level (eV) = 0.61
- ΔE to the lowest compared entry with this formula, charge and spin (eV) = 3.602
- HOMO-LUMO gap (eV) = 9.1

Element x y z (Å)
C1 -1.2037 -2.6972 -1.4470
C2 -2.2021 -1.5931 -1.8324
C3 -3.3345 -1.3364 -0.8067
C4 -2.9470 -0.9592 0.6454
N1 -2.2849 0.3957 0.6626
C5 -0.8713 0.5268 0.7461
C6 -0.3059 1.6290 0.0318
C7 1.0608 1.9775 0.2687
C8 1.7504 0.9466 1.0374
C9 3.2992 1.1590 1.1376
O1 4.0986 0.3861 1.6637
O2 3.6692 2.3361 0.6791
C10 5.1009 2.4766 0.6806
N2 1.2619 -0.1472 1.5878
C11 -0.0539 -0.2997 1.5048
H1 -0.7358 -2.8218 -2.5554
H2 -0.4127 -2.5112 -0.6684
H3 -1.5780 -3.6799 -1.2645
H4 -1.5512 -0.7419 -2.1403
H5 -2.7698 -1.7935 -2.7447
H6 -3.9110 -2.2172 -0.7123
H7 -3.9773 -0.4851 -1.2377
H8 -2.1728 -1.8004 0.9790
H9 -3.9213 -0.9529 1.1417
H10 -2.5391 0.8260 -0.3670
H11 -0.9640 2.2195 -0.7485
H12 1.3991 2.9690 -0.1482
H13 5.3195 3.5531 0.4057
H14 5.5895 1.7297 0.0427
H15 5.6496 2.1957 1.6325
H16 -0.4626 -1.2897 1.8261

***

Density functional theory data (wB97M-V/def2-TZVPD) for C11H16N2O4STl as an isolated structure in a non-equilibrium geometry.

Output
- charge = +3
- electronic energy (hartree) = -1408.601912
- LUMO level (alpha / beta) (eV) = -14.60 / -14.59
- ΔE to the lowest compared entry with this formula, charge and spin (eV) = 0.028
- HOMO-LUMO gap (alpha / beta) (eV) = 3.4 / 3.4

Element x y z (Å)
Tl1 0.3890 1.1585 -1.8592
C1 0.4867 1.9911 0.7277
O1 0.5716 2.4111 1.7963
C2 0.4140 3.7946 -2.1567
O2 0.4217 4.8995 -1.9804
C3 -1.9348 1.4096 -1.6840
O3 -3.0335 1.5076 -1.3655
C4 2.7954 1.3745 -1.7417
O4 3.8993 1.5264 -1.4693
C5 0.4178 -0.1397 -6.4649
H1 1.3535 -0.6910 -6.2897
H2 -0.5136 -0.6904 -6.2662
C6 0.4146 1.1493 -6.7714
H3 -0.5191 1.7269 -6.8414
H4 1.3470 1.7257 -6.8647
C7 -1.1187 0.8463 3.3785
C8 -1.6864 -0.3684 2.6522
N1 -1.1838 -0.5870 1.2824
C9 -0.0124 -1.0470 0.8660
S1 0.2775 -1.2901 -0.8477
N2 1.0207 -1.2767 1.6728
C10 0.9317 -1.9694 2.9899
C11 0.1436 -3.2747 3.0221
H5 -0.0181 0.8051 3.4544
H6 -1.5216 0.8838 4.4065
H7 -1.4240 1.7895 2.8920
H8 -1.5543 -1.2910 3.2430
H9 -2.7661 -0.2053 2.5309
H10 -1.8233 -0.4119 0.5107
H11 1.8386 -1.5277 1.1091
H12 1.9758 -2.1782 3.2414
H13 0.5388 -1.2229 3.6944
H14 0.6602 -4.0478 2.4306
H15 0.0928 -3.6397 4.0600
H16 -0.8808 -3.1407 2.6416

***

Density functional theory data (wB97M-V/def2-TZVPD) for an isolated ion of composition C11H16N3O and charge +1 in a non-equilibrium geometry.

Output
- charge = +1
- electronic energy (hartree) = -667.873219
- LUMO level (alpha / beta) (eV) = -3.05 / -3.05
- ΔE to the lowest compared entry with this formula, charge and spin (eV) = 4.219
- HOMO-LUMO gap (alpha / beta) (eV) = 8.3 / 8.3

Element x y z (Å)
C1 -0.1202 -2.2646 1.1647
C2 -0.1908 -1.2089 0.4236
N1 1.0011 -0.4214 0.0737
C3 1.9812 -1.3156 -0.4061
C4 3.2222 -0.9556 -0.7789
C5 3.6258 0.4229 -0.6364
C6 2.7257 1.3397 -0.2061
C7 1.3778 0.9789 0.0581
N2 0.6614 2.0399 0.4177
C8 -0.6528 1.7765 0.9562
O1 -0.8096 1.0702 2.1940
C9 -1.5394 0.9761 -0.1488
C10 -1.3082 1.5281 -1.5638
N3 -1.4855 -0.6556 -0.1756
C11 -2.5884 -1.4677 0.2067
H1 -0.9625 -2.7614 1.5078
H2 0.7440 -2.6532 1.5563
H3 1.7223 -2.4127 -0.4870
H4 3.7986 -1.5478 -1.5603
H5 4.6375 0.7891 -0.8605
H6 2.9165 2.3031 0.0503
H7 -1.2557 2.7352 0.9158
H8 -0.6812 1.6964 2.9098
H9 -2.5092 1.1568 0.1885
H10 -0.3154 1.3215 -2.0153
H11 -1.5527 2.5632 -1.3176
H12 -2.2326 1.1157 -2.1793
H13 -1.3698 -0.7655 -1.1900
H14 -2.7446 -1.4370 1.3177
H15 -3.6271 -1.4189 -0.3122
H16 -2.4683 -2.5273 -0.1032

***

Density functional theory data (wB97M-V/def2-TZVPD) for one molecule with the formula C11H16N4O3 in a non-equilibrium geometry.

Output
- electronic energy (hartree) = -873.410191
- LUMO level (eV) = 0.75
- ΔE to the lowest compared entry with this formula, charge and spin (eV) = 4.295
- HOMO-LUMO gap (eV) = 9.6

Element x y z (Å)
O1 2.1616 -2.2491 0.5767
C1 0.9633 -2.2969 0.1985
O2 0.3294 -3.4200 -0.1095
C2 -0.0430 -1.2072 -0.0519
C3 -0.0766 -0.6652 -1.3696
C4 -0.1314 -1.7579 -2.5417
C5 -1.2931 -2.1180 -3.3040
N1 -0.8719 -2.7869 -4.4728
C6 0.4096 -3.0795 -4.2306
N2 0.9527 -2.3861 -3.2470
N3 0.0622 -0.2555 1.0755
C7 -0.9939 0.4395 1.7064
O3 -2.1695 0.4045 1.4587
C8 -0.6930 1.6385 2.6088
C9 -0.8280 2.9814 1.9185
C10 0.4826 3.3631 1.2697
C11 1.3530 2.9107 2.4813
N4 0.7247 1.6306 3.0391
H1 1.0761 -4.1277 -0.0036
H2 -0.9708 -1.6984 0.0284
H3 0.7892 -0.1034 -1.5440
H4 -1.1787 -0.2156 -1.6337
H5 -2.3163 -1.4738 -3.3390
H6 -1.4791 -3.2992 -5.1448
H7 1.1421 -3.6033 -4.9887
H8 0.9128 0.1393 1.3736
H9 -1.3045 1.5101 3.5593
H10 -1.0673 3.5862 2.6935
H11 -1.5639 2.7973 1.1294
H12 0.4342 4.4988 1.1211
H13 0.7949 2.8402 0.2755
H14 2.3023 2.5710 2.0985
H15 1.2892 3.8092 3.2597
H16 0.8011 1.6234 4.1087

***

Density functional theory data (wB97M-V/def2-TZVPD) for C11H16N4O3PdS2 as an isolated structure in a non-equilibrium geometry.

Output
- electronic energy (hartree) = -1797.678484
- 2S+1 = 3
- LUMO level (alpha / beta) (eV) = -0.91 / -2.39
- ΔE to the lowest compared entry with this formula, charge and spin (eV) = 0.000
- HOMO-LUMO gap (alpha / beta) (eV) = 6.2 / 6.0

Element x y z (Å)
Pd1 4.9850 9.8804 9.0935
C1 6.3367 5.8680 4.3205
C2 6.8375 5.9879 5.7792
N1 5.7612 6.2431 6.7193
C3 5.6467 7.3769 7.3797
S1 4.6313 7.6491 8.7973
N2 6.3974 8.4212 6.8800
N3 6.0256 9.5866 7.4133
C4 6.1983 10.7274 6.6900
C5 6.8190 10.7701 5.3302
C6 5.7028 11.9742 7.2751
C7 5.4734 13.1133 6.4990
C8 5.1911 14.3121 7.1052
C9 5.1598 14.3277 8.5194
C10 5.1743 13.1180 9.2198
N4 5.4327 11.9631 8.6025
H1 7.2316 5.7344 3.6703
H2 5.6167 6.6659 4.1128
H3 5.7941 4.9270 4.2686
H4 7.5833 6.7752 5.9668
H5 7.3452 5.1112 6.1693
H6 5.1060 5.5007 6.8789
H7 7.0291 9.7390 5.0674
H8 7.7342 11.3049 5.3810
H9 6.1311 11.2540 4.6273
H10 5.5415 12.9355 5.4402
H11 4.9997 15.2051 6.5149
H12 5.1572 15.2791 9.0528
H13 5.0058 13.0116 10.3033
C11 4.9166 8.4005 12.1133
S2 4.9256 10.1855 12.0071
O1 4.2183 10.6514 13.1962
O2 4.0206 10.5940 10.8228
O3 6.3064 10.5732 11.6766
H14 3.8516 8.0824 12.0932
H15 5.3243 8.1111 13.0870
H16 5.5557 7.9022 11.3411

***

Density functional theory data (wB97M-V/def2-TZVPD) for a 2-piece molecular cluster, C11H16NO2S overall in a non-equilibrium geometry.

Output
- charge = +1
- electronic energy (hartree) = -1031.809227
- LUMO level (eV) = -4.87
- ΔE to the lowest compared entry with this formula, charge and spin (eV) = 2.637
- HOMO-LUMO gap (eV) = 8.3

Element x y z (Å)
C1 -2.5128 1.1530 -2.1690
C2 -1.4253 0.4069 -2.6879
C3 -2.7477 1.1599 -0.8029
C4 -0.6053 -0.3381 -1.7912
C5 -1.9868 0.3358 0.0057
C6 -0.9196 -0.3928 -0.4411
C7 0.3360 -2.2197 0.0335
C8 3.2757 1.8747 0.3897
C9 2.2683 0.6398 0.3620
C10 1.2134 0.7570 1.4551
C11 0.3626 -0.5656 1.6897
N1 -0.1486 -1.1199 0.4540
O1 -2.0202 -3.0137 -0.2631
O2 -2.1537 -1.8490 1.9075
S1 -2.5852 -2.9221 1.0547
H1 -3.1725 1.8750 -2.7705
H2 -1.2136 0.4878 -3.7962
H3 -3.5850 1.8705 -0.4696
H4 0.3134 -0.7627 -2.0315
H5 -1.9998 0.2490 1.0656
H6 0.2696 -2.6468 -0.9770
H7 0.9023 -3.0162 0.6593
H8 3.5067 2.0737 1.3328
H9 2.7567 2.6151 -0.0322
H10 4.1674 1.8002 -0.1891
H11 1.7513 0.6005 -0.7495
H12 2.9523 -0.1884 0.6064
H13 1.7728 1.0774 2.3589
H14 0.5274 1.4632 1.2411
H15 1.1116 -1.1224 2.2782
H16 -0.4115 -0.2823 2.2767

***

Copy entry 6 word for word.
Density functional theory data (wB97M-V/def2-TZVPD) for one molecule with the formula C11H16N4O3 in a non-equilibrium geometry.

Output
- electronic energy (hartree) = -873.410191
- LUMO level (eV) = 0.75
- ΔE to the lowest compared entry with this formula, charge and spin (eV) = 4.295
- HOMO-LUMO gap (eV) = 9.6

Element x y z (Å)
O1 2.1616 -2.2491 0.5767
C1 0.9633 -2.2969 0.1985
O2 0.3294 -3.4200 -0.1095
C2 -0.0430 -1.2072 -0.0519
C3 -0.0766 -0.6652 -1.3696
C4 -0.1314 -1.7579 -2.5417
C5 -1.2931 -2.1180 -3.3040
N1 -0.8719 -2.7869 -4.4728
C6 0.4096 -3.0795 -4.2306
N2 0.9527 -2.3861 -3.2470
N3 0.0622 -0.2555 1.0755
C7 -0.9939 0.4395 1.7064
O3 -2.1695 0.4045 1.4587
C8 -0.6930 1.6385 2.6088
C9 -0.8280 2.9814 1.9185
C10 0.4826 3.3631 1.2697
C11 1.3530 2.9107 2.4813
N4 0.7247 1.6306 3.0391
H1 1.0761 -4.1277 -0.0036
H2 -0.9708 -1.6984 0.0284
H3 0.7892 -0.1034 -1.5440
H4 -1.1787 -0.2156 -1.6337
H5 -2.3163 -1.4738 -3.3390
H6 -1.4791 -3.2992 -5.1448
H7 1.1421 -3.6033 -4.9887
H8 0.9128 0.1393 1.3736
H9 -1.3045 1.5101 3.5593
H10 -1.0673 3.5862 2.6935
H11 -1.5639 2.7973 1.1294
H12 0.4342 4.4988 1.1211
H13 0.7949 2.8402 0.2755
H14 2.3023 2.5710 2.0985
H15 1.2892 3.8092 3.2597
H16 0.8011 1.6234 4.1087

***

> Among the records above, which one has the highest electronic energy?

C11H16N3O

***

> What is the formula in the sixth record?

C11H16N4O3